ORCA calculation (ωB97M-V with the def2-TZVPD basis set) on a molecular structure, C12H21IN4Pt.

```
39
Properties=species:S:1:pos:R:3:forces:R:3
Pt -0.292 0.922 -1.274 -0.07 -0.02 0.08
N -0.336 3.888 2.555 0.02 -0.03 0.05
C -0.245 2.507 1.939 -0.01 0.02 0.01
C 1.087 1.865 2.280 -0.01 -0.03 0.01
C 1.215 0.495 1.605 0.00 0.04 0.00
N 1.440 0.641 0.141 0.02 -0.07 0.03
C 0.008 -0.403 1.889 -0.01 0.02 -0.08
C -1.364 0.265 1.746 -0.03 0.01 0.00
N -1.772 0.327 0.317 0.03 -0.04 -0.02
C -1.412 1.652 2.397 0.02 -0.04 0.01
H 0.397 4.501 2.189 0.03 0.01 -0.02
H -0.243 3.863 3.573 0.00 0.00 0.04
H -1.232 4.330 2.334 -0.03 0.00 -0.02
H -0.311 2.694 0.871 -0.02 0.05 -0.09
H 1.159 1.710 3.361 0.01 0.01 0.00
H 1.927 2.503 1.990 -0.02 -0.01 -0.02
H 2.095 0.015 2.035 0.04 -0.03 -0.03
H 1.821 -0.225 -0.233 0.09 -0.02 0.09
H 2.132 1.362 -0.050 0.00 0.03 -0.01
H 0.099 -0.787 2.906 0.00 0.05 0.03
H 0.050 -1.278 1.234 0.00 -0.02 0.05
H -2.091 -0.351 2.277 -0.03 -0.05 -0.04
H -2.619 0.877 0.200 -0.01 0.04 0.02
H -1.991 -0.609 -0.015 -0.08 -0.04 0.11
H -1.368 1.510 3.482 0.00 0.01 -0.01
H -2.370 2.132 2.175 0.02 -0.01 -0.02
I -0.495 3.417 -1.702 -0.03 0.36 -0.09
N -0.146 -1.020 -1.798 0.20 -0.41 -0.09
C 0.122 -2.061 -2.550 -0.14 0.20 0.06
C 0.093 -1.933 -3.976 0.00 -0.01 -0.02
C 0.372 -3.025 -4.754 0.00 -0.02 0.01
C 0.677 -4.258 -4.165 0.00 0.00 0.01
C 0.701 -4.399 -2.771 0.00 0.01 -0.05
C 0.428 -3.329 -1.961 -0.01 0.00 0.00
H -0.150 -0.972 -4.410 0.01 -0.01 0.01
H 0.353 -2.932 -5.832 0.01 -0.01 0.00
H 0.894 -5.112 -4.792 0.00 0.01 0.01
H 0.932 -5.359 -2.330 0.00 0.00 -0.01
H 0.434 -3.424 -0.884 0.00 0.00 -0.01
```
Positions in Å, forces in eV/Å.

Its lowest unoccupied orbital energy (alpha / beta) is -5.718 / -7.639 eV. Its total energy is -1105.2796 a.u. The value obtained for the relative energy (zero: lowest compared OMol25 entry of this formula, charge and spin) is 0.0 kcal per mole. Its expectation value of S² is 6.061. Its net charge is +2. The spin multiplicity is 5. The frontier orbital gap (alpha / beta) comes out at 0.306 / 0.262 hartree. The molar mass comes out at 543.31 g/mol.